Below is a molecular structure, C27H47Br21O10S5 at a distorted geometry, with properties calculated with wB97M-V/def2-TZVPD.

As for the HOMO energy: -9.99 eV. The value obtained for the LUMO energy is -0.0406 Eh.

Cartesian coordinates (Å):
C1 -21.204940 -15.052583 9.671782
Br1 -21.960457 -15.319846 11.471468
Br2 -19.485521 -14.039254 9.677988
Br3 -22.609809 -14.238754 8.503602
H1 -21.062179 -16.049008 9.253618
C2 -26.724609 -17.065819 6.687154
Br4 -28.375553 -16.323572 5.849934
Br5 -27.185460 -18.325471 8.023570
Br6 -25.636462 -15.637979 7.535660
H2 -26.154231 -17.504300 5.868318
C3 -25.665306 -23.730864 8.253475
Br7 -26.559153 -25.460549 8.486146
Br8 -25.571646 -22.773744 10.016179
Br9 -26.496591 -22.702870 6.772604
H3 -24.634331 -24.015897 8.043842
C4 -20.762107 -17.283388 6.202913
Br10 -20.232436 -15.428756 5.919537
Br11 -20.098418 -18.653304 4.866408
Br12 -22.697197 -17.607686 6.434591
H4 -20.341492 -17.636072 7.144617
C5 -17.281658 -17.315798 10.443620
Br13 -15.696846 -18.425756 10.926714
Br14 -17.665212 -17.249303 8.463472
Br15 -16.968912 -15.590361 11.315525
H5 -18.173161 -17.724938 10.918949
C6 -23.804693 -21.680560 14.899258
Br16 -22.241768 -20.583200 15.564380
Br17 -23.703061 -23.543937 15.719782
Br18 -23.819037 -21.927277 12.890062
H6 -24.691049 -21.151244 15.248970
C7 -18.509866 -20.412638 13.831171
Br19 -17.961374 -21.027108 11.990573
Br20 -17.623394 -18.653651 14.193146
Br21 -18.053262 -21.842510 15.089601
H7 -19.589110 -20.262740 13.801872
C8 -22.887653 -20.451415 8.983386
C9 -23.821428 -19.545679 9.808926
C10 -23.005171 -18.301619 10.258379
S1 -21.273569 -18.978433 10.392356
O1 -20.948753 -18.861186 11.811876
O2 -20.444272 -18.322184 9.389211
C11 -21.641178 -20.629910 9.800975
H8 -22.709365 -20.145062 7.952630
H9 -23.362024 -21.429031 8.897757
H10 -24.224031 -20.094331 10.660385
H11 -24.589028 -19.202060 9.115514
H12 -23.224049 -17.798037 11.199971
H13 -23.114344 -17.491375 9.537495
H14 -21.820320 -21.065664 10.783897
H15 -20.759214 -21.154119 9.432964
C12 -20.021820 -16.428330 14.669462
C13 -20.520443 -15.043806 14.972072
C14 -21.746261 -15.180316 15.770725
S2 -21.294839 -16.441758 17.030167
O3 -22.421515 -17.353071 17.139452
O4 -20.731460 -15.738087 18.179498
C15 -19.965275 -17.209321 16.034230
H16 -19.088646 -16.456098 14.106867
H17 -20.781172 -16.976044 14.111342
H18 -20.663992 -14.460385 14.062625
H19 -19.727729 -14.477883 15.461405
H20 -22.463813 -15.790566 15.222266
H21 -22.249817 -14.364107 16.288735
H22 -20.168962 -18.279122 16.080562
H23 -18.995446 -16.992787 16.482148
C16 -19.548551 -24.770687 13.119214
C17 -20.923951 -24.242335 13.698032
C18 -22.015378 -25.101750 12.997260
S3 -21.372704 -25.090769 11.197830
O5 -21.911687 -23.813686 10.672840
O6 -21.602778 -26.375033 10.526475
C19 -19.584297 -24.867385 11.612254
H24 -19.395293 -25.777981 13.506483
H25 -18.759977 -24.085934 13.431253
H26 -21.107799 -23.218984 13.370854
H27 -20.911366 -24.314669 14.785561
H28 -23.034767 -24.726887 13.089104
H29 -22.031634 -26.159160 13.261287
H30 -19.190107 -24.009996 11.066734
H31 -19.125394 -25.802115 11.290089
C20 -24.087412 -19.706010 2.304324
C21 -24.632540 -18.954743 3.520233
C22 -24.832669 -20.111172 4.546297
S4 -23.411362 -21.332672 4.272305
O7 -23.912000 -22.638816 4.070747
O8 -22.379930 -21.106462 5.294501
C23 -22.828705 -20.415363 2.799733
H32 -23.920598 -18.972635 1.515379
H33 -24.750418 -20.433143 1.835501
H34 -25.437418 -18.261582 3.275677
H35 -23.870560 -18.306450 3.952911
H36 -25.645832 -20.737924 4.180180
H37 -24.812910 -19.957010 5.625161
H38 -22.291487 -21.080562 2.123720
H39 -22.163150 -19.638896 3.176875
C24 -18.611996 -22.138361 6.513459
C25 -18.098661 -21.483402 7.848654
C26 -16.592919 -21.840935 8.058921
S5 -16.642238 -23.693035 7.892923
O9 -17.160192 -24.260688 9.132218
O10 -15.491790 -24.167597 7.130892
C27 -18.064565 -23.615294 6.714189
H40 -18.041252 -21.779772 5.656860
H41 -19.692622 -22.070092 6.388211
H42 -18.746866 -21.785004 8.671443
H43 -18.239808 -20.402741 7.829954
H44 -16.143708 -21.678614 9.038702
H45 -16.055513 -21.412416 7.212954
H46 -18.710110 -24.371455 7.160962
H47 -17.794394 -24.127343 5.790666

Force components x, y, z for each atom (eV/Å):
C -0.4 0.6 -0.1
Br 0.6 0.4 -0.7
Br -1.8 -0.6 -0.2
Br 1.0 -0.2 0.8
H 0.4 0.2 0.1
C -0.4 1.3 -0.1
Br 0.9 -0.3 0.4
Br 0.0 -0.5 0.0
Br -0.6 -0.7 -0.6
H -0.1 0.0 0.4
C -0.3 -0.3 0.5
Br 0.2 0.7 -0.1
Br -0.4 -0.5 -1.3
Br 0.7 -0.5 1.2
H -0.2 0.5 -0.3
C -0.1 -1.1 -0.2
Br -0.3 -1.2 -0.1
Br -0.2 1.3 0.8
Br 0.8 0.6 -0.1
H 0.0 0.3 -0.2
C 0.6 0.0 -0.1
Br -0.9 0.5 -0.8
Br 0.7 0.1 1.6
Br 0.0 -0.5 -0.4
H 0.2 -0.2 -0.2
C 1.4 -0.8 -0.2
Br -1.3 -0.9 -0.7
Br -0.4 1.8 -0.5
Br 0.0 0.5 1.8
H 0.1 -0.4 -0.3
C 1.0 0.0 -0.8
Br -0.6 0.3 1.1
Br -0.4 -1.7 -0.2
Br -0.3 1.0 -0.3
H 0.3 0.0 0.1
C -0.4 -1.0 0.2
C 0.5 1.0 -0.7
C 0.3 -0.9 -0.1
S -1.3 1.9 -0.1
O 0.5 -0.7 -0.9
O 0.3 0.1 0.4
C 0.7 0.3 1.6
H 0.2 0.4 0.2
H 0.0 -0.1 0.0
H -0.1 0.1 -0.1
H -0.4 -0.1 0.5
H -0.1 -0.8 0.2
H 0.6 -0.2 -0.4
H -0.6 -0.7 -0.1
H -0.1 0.4 -0.4
C -0.7 -1.7 0.5
C 1.3 1.5 -0.8
C -1.0 -1.6 1.3
S 0.1 1.3 -0.1
O 0.7 0.2 0.4
O -0.5 -1.0 -0.6
C 0.3 1.1 0.1
H -0.2 0.1 0.3
H 0.0 0.1 -0.6
H -0.3 -0.2 -0.2
H 0.0 0.0 0.5
H -0.4 0.4 -0.3
H 0.4 0.1 -0.2
H 0.1 0.1 -0.5
H -0.2 -0.1 0.5
C -0.9 0.8 0.8
C 0.3 -1.2 -1.3
C 1.3 -0.2 -0.7
S -1.3 0.8 0.9
O 0.8 -1.5 -0.1
O 0.2 1.7 0.6
C -1.0 -0.7 -0.4
H 0.2 0.1 0.3
H 0.1 -0.3 0.1
H 0.2 0.2 0.3
H -0.2 0.0 -0.1
H 0.2 0.2 -0.5
H 0.3 0.0 0.3
H -0.2 -0.1 0.0
H 0.1 0.3 -0.3
C 0.4 0.5 -0.8
C 0.6 -1.0 1.0
C 0.3 -0.9 -0.9
S 1.5 4.0 1.3
O -0.6 -1.3 -0.7
O -1.0 -0.5 -0.6
C -0.3 -0.2 -0.1
H 0.6 -0.1 -0.1
H -0.5 0.0 0.4
H -0.6 -0.6 0.2
H 0.3 0.0 -0.4
H -0.4 0.1 0.6
H -0.3 0.3 -0.1
H -0.3 0.0 -0.1
H 0.2 -0.3 0.2
C 2.1 -1.7 1.9
C -0.1 0.8 -0.3
C -1.3 -1.3 0.0
S -1.0 1.8 -2.2
O 1.0 0.2 -0.6
O -0.5 -0.1 1.4
C -0.6 -0.9 -0.2
H -0.4 0.5 0.0
H 0.2 0.0 -0.1
H 0.2 -0.5 0.1
H 0.3 0.2 -0.2
H -0.1 0.5 -0.1
H 0.4 -0.2 0.3
H -0.7 0.5 0.3
H 0.5 0.4 -0.1

Löwdin atomic charge list, values in e, 4 entries: C -1.44; Br 0.66; Br 0.52; Br 0.48

Below is a molecular structure, C27H47BrNO3PSb2W at a distorted geometry, with properties calculated with wB97M-V/def2-TZVPD.

The spin multiplicity is 3. As for the HOMO energy (spin up / spin down): -12.54 / -13.55 eV. The total charge is +2. The value obtained for the LUMO energy (spin up / spin down) is -0.2133 / -0.2568 Eh.

Cartesian coordinates (Å):
W1 -0.213663 0.480980 0.693251
C1 0.955162 2.520616 0.313169
C2 1.570911 1.762774 1.369290
C3 0.656453 1.718255 2.456174
C4 -0.504486 2.478363 2.085003
C5 -0.311141 2.989947 0.780706
C6 -1.138054 4.037104 0.107416
C7 -1.571964 2.873584 3.045456
C8 0.986737 1.320341 3.858430
C9 3.025795 1.406441 1.459049
C10 1.706022 3.130952 -0.831995
H1 -0.867193 4.154906 -0.939854
H2 -0.959348 4.993285 0.605054
H3 -2.206540 3.836744 0.169250
H4 -2.100229 2.009027 3.452675
H5 -2.285245 3.547316 2.577308
H6 -1.115697 3.397508 3.887784
H7 1.815556 0.616307 3.899693
H8 0.128568 0.879750 4.363643
H9 1.278328 2.211811 4.418656
H10 3.195270 0.540822 2.099757
H11 3.573394 2.241679 1.900750
H12 3.461250 1.213042 0.478995
H13 1.068564 3.304111 -1.697071
H14 2.556104 2.519421 -1.136116
H15 2.101778 4.097259 -0.512765
C11 1.190366 1.203103 -3.480713
Sb1 1.180662 -0.057117 -1.743461
C12 0.313941 -1.711050 -2.791818
C13 3.257334 -0.793230 -1.927517
C14 3.322053 -2.283726 -1.900456
C15 3.414172 -2.980165 -3.106091
C16 3.443067 -4.363691 -3.137691
C17 3.383648 -5.078044 -1.950563
C18 3.319130 -4.397857 -0.746053
C19 3.292017 -3.004921 -0.699275
C20 3.262809 -2.321520 0.627344
Sb2 1.274525 -1.727910 1.297357
C21 0.227649 -3.544689 0.852357
C22 1.660440 -2.176423 3.353402
H16 1.254349 0.534900 -4.338474
H17 2.053949 1.864081 -3.485542
H18 0.281886 1.795940 -3.564757
H19 1.063893 -2.085395 -3.482752
H20 -0.544425 -1.342098 -3.353666
H21 0.010653 -2.519007 -2.129937
H22 3.876698 -0.323360 -1.165678
H23 3.548709 -0.409427 -2.904429
H24 3.495858 -2.419663 -4.031068
H25 3.511804 -4.881912 -4.084516
H26 3.411412 -6.159138 -1.960558
H27 3.317740 -4.952305 0.185469
H28 3.925106 -1.456729 0.657945
H29 3.570606 -3.013454 1.410520
H30 0.732992 -4.339220 1.398369
H31 0.258242 -3.775843 -0.210979
H32 -0.798091 -3.459286 1.205061
H33 1.743492 -3.261053 3.413896
H34 0.851307 -1.845933 3.997678
H35 2.607123 -1.744187 3.674763
C23 -3.048779 -2.322435 -1.572859
C24 -2.126300 -1.437121 -0.923153
N1 -1.376085 -0.735237 -0.413300
H36 -2.844208 -3.361339 -1.308739
H37 -2.976351 -2.207297 -2.655535
H38 -4.066304 -2.075645 -1.267587
C25 -4.831227 2.855101 1.843295
O1 -4.158790 2.590051 0.604483
P1 -3.137534 1.355213 0.328951
O2 -3.390485 1.271479 -1.275891
C26 -2.682649 2.030198 -2.243336
O3 -4.010169 0.075706 0.749520
C27 -5.431909 0.012548 0.502172
H39 -5.902168 2.868244 1.649029
H40 -4.531556 3.835544 2.208507
H41 -4.613211 2.095447 2.595455
H42 -2.918957 1.606214 -3.217241
H43 -1.599328 1.967320 -2.073632
H44 -2.993789 3.075388 -2.232130
H45 -5.958955 0.203515 1.434375
H46 -5.669112 -0.993875 0.164818
H47 -5.738162 0.729242 -0.257318
Br1 -1.515413 -0.690285 2.578228

Force components x, y, z for each atom (eV/Å):
W 1.4 1.1 0.8
C 0.1 0.2 0.4
C 0.2 0.3 0.3
C 0.4 0.6 0.0
C 0.3 0.0 0.1
C 0.2 -0.1 0.0
C 0.0 -0.1 0.0
C -0.1 -0.1 -0.1
C -0.2 -0.2 0.0
C -0.1 -0.1 -0.1
C -0.1 -0.2 -0.1
H 0.0 0.0 0.0
H 0.0 0.0 0.0
H 0.0 0.1 0.0
H 0.0 0.0 0.0
H 0.0 0.0 0.0
H 0.0 0.0 0.0
H 0.0 0.0 0.0
H 0.0 0.0 0.0
H 0.0 0.0 0.0
H 0.0 0.0 0.0
H 0.0 0.0 0.0
H 0.0 -0.1 0.0
H 0.1 0.0 0.0
H 0.0 0.0 0.0
H 0.0 0.0 0.0
C 0.0 0.1 0.1
Sb 0.4 -0.4 -1.0
C -0.1 0.2 0.2
C -0.3 0.3 0.3
C 0.0 -0.2 0.0
C 0.1 0.1 0.1
C -0.1 0.0 0.0
C 0.0 0.0 0.0
C 0.0 0.1 0.0
C 0.0 -0.1 -0.1
C -0.2 0.2 -0.1
Sb 0.3 -1.4 0.7
C 0.1 0.3 -0.1
C 0.0 0.2 0.0
H 0.0 -0.1 0.1
H 0.0 0.0 0.1
H 0.0 0.0 0.0
H 0.0 0.0 0.0
H 0.0 0.0 0.0
H 0.1 0.0 0.0
H 0.0 0.0 0.0
H 0.0 0.1 0.0
H 0.0 0.0 0.0
H 0.0 0.0 0.0
H 0.0 0.0 0.0
H 0.0 0.0 0.0
H 0.0 0.0 0.1
H 0.0 0.1 0.1
H 0.0 0.0 0.0
H 0.0 0.0 0.0
H 0.0 0.0 0.0
H 0.0 0.0 -0.1
H 0.0 0.1 -0.1
H 0.0 0.1 0.0
C -0.4 -0.3 -0.2
C 0.2 -0.1 0.0
N -1.3 -1.1 -1.0
H 0.1 0.0 0.0
H 0.0 0.0 0.0
H 0.0 0.1 0.0
C 0.0 0.0 0.1
O 0.3 0.0 0.0
P -1.4 0.2 -0.4
O 0.0 -0.2 -0.1
C 0.1 0.1 0.0
O 0.1 0.1 0.1
C -0.1 0.0 0.0
H 0.0 0.0 0.0
H 0.0 0.0 0.0
H 0.0 0.0 0.0
H 0.0 0.0 0.0
H 0.0 0.0 0.0
H 0.0 0.0 0.0
H 0.0 0.0 0.0
H 0.0 0.0 0.0
H 0.0 0.0 0.0
Br 0.1 0.1 0.0

Löwdin atomic charge list, values in e, 4 entries: W 0.80; C -0.34; C -0.38; C -0.38

Below is a molecular structure, C27H47N5O3PRuS3Si4Te, with properties calculated with wB97M-V/def2-TZVPD.

The energy relative to the best compared isomer or geometry (same formula, charge and spin) is 46.4 kJ/mol. The spin multiplicity is 2. As for the HOMO energy (spin up / spin down): -7.37 / -7.33 eV. The value obtained for the LUMO energy (spin up / spin down) is -0.0040 / -0.0592 Eh.

Cartesian coordinates (Å):
Ru1 1.167500 1.308138 0.655687
O1 1.880830 3.131846 0.196210
N1 1.020233 4.055300 -0.237199
C1 1.521730 5.301411 -0.406628
C2 0.726217 6.308143 -0.867592
C3 -0.616604 6.028905 -1.166590
C4 -1.100145 4.760976 -0.981808
C5 -0.268785 3.740757 -0.492455
S1 -0.803959 2.130787 -0.160591
H1 2.564862 5.393968 -0.143379
H2 1.142071 7.296530 -0.989938
H3 -1.267213 6.808628 -1.537714
H4 -2.129274 4.509454 -1.198446
C6 2.099573 -2.595849 -2.610654
N2 1.057615 -1.668039 -3.060345
C7 1.639769 -0.754008 -4.041792
N3 2.813287 -0.035001 -3.557727
C8 3.803611 -1.008110 -3.093226
N4 3.293695 -1.937661 -2.085181
C9 3.024798 -1.258664 -0.813534
P1 1.755061 0.045175 -1.049119
C10 0.483387 -0.939383 -1.930456
C11 2.470280 0.920926 -2.502590
H5 2.397712 -3.205174 -3.466138
H6 1.684440 -3.251797 -1.843084
H7 0.879718 -0.033663 -4.351733
H8 1.938641 -1.342645 -4.911737
H9 4.663346 -0.474685 -2.685059
H10 4.129740 -1.593720 -3.955349
H11 3.942423 -0.801780 -0.436582
H12 2.673671 -1.968424 -0.060256
H13 -0.299708 -0.261813 -2.278100
H14 0.021806 -1.638904 -1.228800
H15 3.350311 1.474506 -2.180205
H16 1.734678 1.640737 -2.873713
C12 -4.543453 -3.707824 1.161854
Si1 -2.911975 -2.910136 1.647248
C13 -2.862855 -2.740834 3.520552
C14 -1.554221 -4.122082 1.158973
Si2 -2.508122 -0.791318 0.688698
Te1 -0.131543 -0.629127 1.684893
Si3 -3.908300 0.737592 1.812479
C15 -5.536128 -0.087582 2.274693
C16 -4.352173 2.211442 0.730272
C17 -3.050104 1.340708 3.365285
Si4 -3.193845 -0.949099 -1.562895
C18 -2.954434 0.555928 -2.667150
C19 -5.061241 -1.165603 -1.415882
C20 -2.474570 -2.464584 -2.422430
H17 -4.656789 -4.655504 1.694574
H18 -4.570703 -3.923602 0.091050
H19 -5.403638 -3.080405 1.404191
H20 -2.927291 -3.728539 3.984996
H21 -3.689929 -2.137839 3.900682
H22 -1.931405 -2.277362 3.852171
H23 -1.691813 -5.056593 1.710313
H24 -0.557050 -3.743843 1.390393
H25 -1.588240 -4.362037 0.094319
H26 -6.024050 -0.506352 1.391730
H27 -6.215227 0.648530 2.712818
H28 -5.404406 -0.893960 2.998232
H29 -5.009686 1.911886 -0.088724
H30 -3.463340 2.676988 0.303386
H31 -4.880910 2.961102 1.325427
H32 -2.818767 0.508568 4.034272
H33 -3.678254 2.051053 3.908625
H34 -2.108472 1.835977 3.117472
H35 -3.706406 1.311163 -2.425578
H36 -3.091050 0.265246 -3.712633
H37 -1.979732 1.029790 -2.563085
H38 -5.529521 -0.243036 -1.067807
H39 -5.348863 -1.969550 -0.737381
H40 -5.474372 -1.394996 -2.402695
H41 -1.606575 -2.213390 -3.035673
H42 -3.229533 -2.910198 -3.075173
H43 -2.161795 -3.229450 -1.710834
O2 4.324110 3.231083 1.873844
S2 4.334500 1.961823 1.207664
O3 4.394407 1.936566 -0.233743
N5 3.061390 0.978676 1.740582
C21 3.543725 -0.086365 2.412323
S3 2.677753 -1.298932 3.120663
C22 5.044101 -0.109875 2.487477
C23 5.855505 -1.061904 3.086519
C24 7.229003 -0.894999 3.010513
C25 7.788737 0.201152 2.352780
C26 6.979996 1.156194 1.756070
C27 5.614779 0.960083 1.842132
H44 5.408977 -1.906129 3.594066
H45 7.878293 -1.628706 3.469904
H46 8.864426 0.309076 2.307729
H47 7.395788 2.014236 1.245635

Force components x, y, z for each atom (eV/Å):
Ru -0.1 -0.3 0.3
O -0.1 0.3 0.3
N 0.0 0.0 -0.2
C 0.0 0.0 0.0
C -0.1 0.0 0.0
C 0.1 0.0 0.0
C 0.0 0.1 0.0
C 0.0 -0.2 0.1
S 0.2 0.2 -0.2
H 0.0 0.0 0.0
H 0.0 0.0 0.0
H 0.0 0.0 0.0
H 0.0 0.0 0.0
C 0.0 0.0 0.0
N 0.0 -0.1 0.0
C 0.0 0.0 0.0
N 0.0 0.0 0.0
C 0.0 0.0 0.0
N 0.0 0.0 0.0
C 0.1 0.0 -0.1
P -0.1 0.2 0.3
C 0.0 0.0 0.0
C -0.1 0.0 0.0
H 0.0 0.0 0.0
H 0.0 0.0 0.0
H 0.0 0.0 0.0
H 0.0 0.0 0.0
H 0.0 0.0 0.0
H 0.0 0.0 0.0
H 0.0 0.0 0.0
H 0.0 0.0 0.0
H 0.0 0.0 0.0
H 0.0 0.0 0.0
H 0.0 0.0 0.0
H 0.0 0.0 0.0
C 0.0 0.1 -0.1
Si 0.1 -0.1 0.1
C 0.0 0.0 0.0
C 0.0 0.0 0.0
Si 0.0 0.0 0.0
Te 0.0 0.1 -0.1
Si 0.0 0.1 0.0
C 0.0 -0.1 0.0
C 0.0 0.0 0.0
C 0.1 0.0 0.0
Si 0.0 0.0 0.0
C 0.0 0.1 0.0
C 0.0 0.0 0.0
C 0.0 0.0 0.0
H 0.0 0.0 0.0
H 0.0 0.0 0.0
H 0.0 0.0 0.0
H 0.0 0.0 0.0
H 0.0 0.0 0.0
H 0.0 0.0 0.0
H 0.0 0.0 0.0
H 0.0 0.0 0.0
H 0.0 0.0 0.0
H 0.0 0.0 0.0
H 0.0 0.0 0.0
H 0.0 0.0 0.0
H 0.0 0.0 0.0
H 0.0 0.0 0.0
H 0.0 0.0 0.0
H 0.0 0.0 0.0
H 0.0 0.0 0.0
H 0.0 0.0 0.0
H 0.0 0.0 0.0
H 0.0 0.0 0.0
H 0.0 0.0 0.0
H 0.0 0.0 0.0
H 0.0 0.0 0.0
H 0.0 0.0 0.0
H 0.0 0.0 0.0
H 0.0 0.0 0.0
H 0.0 0.0 0.0
O -0.1 0.0 -0.1
S -0.3 -0.1 0.0
O 0.0 0.0 0.0
N 0.4 -0.1 -0.5
C 0.2 0.2 0.0
S -0.1 -0.1 0.0
C -0.2 0.0 0.0
C 0.0 0.0 0.0
C 0.0 0.0 0.0
C 0.0 0.0 0.0
C 0.0 0.0 0.0
C 0.1 0.0 0.1
H 0.0 0.0 0.0
H 0.0 0.0 0.0
H 0.0 0.0 0.0
H 0.0 0.0 0.0

Löwdin atomic charge list, values in e, 4 entries: Ru 0.38; O -0.30; N -0.18; C 0.00